The following is a quantum chemistry calculation of a cluster of 2 separate species, H2NO in total, from the OMol25 dataset.

XYZ file:
```
4
Properties=species:S:1:pos:R:3:lowdin_charge:R:1
O -0.640 -0.907 2.119 -0.4656
N -0.642 0.161 1.381 -0.3362
H 0.284 0.677 1.317 -0.0667
H -0.355 -0.656 -1.243 -0.1315
```

Results
Strongest force on any atom   1.07 eV/Å
Total charge   -1
Lowest unoccupied orbital energy (spin up / spin down)   6.070 / 3.912 eV
Spin multiplicity   3
Frontier orbital gap (spin up / spin down)   7.33 / 5.03 eV
Relative energy (zero: lowest compared OMol25 entry of this formula, charge and spin)   141.4 kJ/mol


The following is a quantum chemistry calculation of a cluster of 2 separate species, H2NO2S in total, from the OMol25 dataset.

XYZ file:
```
6
Properties=species:S:1:pos:R:3:lowdin_charge:R:1
S 1.549 -0.257 0.012 0.6161
O -1.104 -0.457 0.035 -0.4336
O 2.918 0.441 -0.023 -0.8416
N -2.193 0.198 0.135 -0.1829
H 1.190 -0.368 -1.321 -0.1431
H -2.358 0.443 1.162 -0.0149
```

Results
Strongest force on any atom   0.80 eV/Å
Total charge   -1
Lowest unoccupied orbital energy (spin up / spin down)   3.383 / 4.458 eV
Frontier orbital gap (spin up / spin down)   4.85 / 7.79 eV
Relative energy (zero: lowest compared OMol25 entry of this formula, charge and spin)   387.1 kJ/mol


The following is a quantum chemistry calculation of the ion H2NO3PS with charge -2, from the OMol25 dataset.

XYZ file:
```
8
Properties=species:S:1:pos:R:3:lowdin_charge:R:1
S 1.098 -0.137 -0.138 0.4192
P -1.253 0.687 -1.999 -0.0486
O -0.661 1.852 -2.763 -0.5024
O -1.106 -0.717 -2.535 -0.5037
O -2.659 0.914 -1.366 -0.5463
N -0.339 0.649 -0.442 -0.6488
H 1.075 -0.578 -1.478 -0.1340
H -0.986 0.539 0.313 -0.0353
```

Results
Strongest force on any atom   2.58 eV/Å
Total charge   -2
Lowest unoccupied orbital energy   5.864 eV
Frontier orbital gap   5.07 eV
SMILES   O=P([O-])([O-])NS
Relative energy (zero: lowest compared OMol25 entry of this formula, charge and spin)   80.4 kJ/mol


The following is a quantum chemistry calculation of a cluster of 2 separate species, H2NO3S in total, from the OMol25 dataset.

XYZ file:
```
7
Properties=species:S:1:pos:R:3:lowdin_charge:R:1
S 3.128 -0.093 0.397 0.6896
O 3.960 0.918 1.029 -0.5679
O 3.155 -0.003 -1.057 -0.5612
O 0.287 -0.583 0.618 -0.3755
N 0.472 -1.452 -0.430 -0.1931
H 0.481 -0.926 -1.324 0.0486
H 1.430 -1.690 -0.437 -0.0406
```

Results
Strongest force on any atom   2.02 eV/Å
Total charge   -1
Lowest unoccupied orbital energy (spin up / spin down)   3.720 / 4.103 eV
Frontier orbital gap (spin up / spin down)   5.52 / 8.12 eV
Relative energy (zero: lowest compared OMol25 entry of this formula, charge and spin)   372.9 kJ/mol


The following is a quantum chemistry calculation of the ion H2NO3S with charge -1, from the OMol25 dataset.

XYZ file:
```
7
Properties=species:S:1:pos:R:3:lowdin_charge:R:1
S -0.571 -0.069 0.322 0.3043
O -1.190 0.660 -0.770 -0.4172
O -0.972 -1.466 0.364 -0.3952
O -0.668 0.516 1.652 -0.4075
N 1.121 -0.044 -0.158 -0.1284
H 0.788 -0.476 -1.045 0.0215
H 1.492 0.878 -0.365 0.0225
```

Results
Strongest force on any atom   2.36 eV/Å
Total charge   -1
Lowest unoccupied orbital energy   4.099 eV
Frontier orbital gap   8.85 eV
SMILES   NS(=O)(=O)[O-]
Relative energy (zero: lowest compared OMol25 entry of this formula, charge and spin)   37.3 kJ/mol


The following is a quantum chemistry calculation of a cluster of 2 separate species, H2NO3S in total, from the OMol25 dataset.

XYZ file:
```
7
Properties=species:S:1:pos:R:3:lowdin_charge:R:1
S 1.049 0.151 0.465 0.4931
O 1.780 -1.065 -0.048 -0.5221
O -2.069 0.243 0.122 -0.2282
O 1.613 1.308 -0.169 -0.5199
N -0.276 -0.424 -0.367 -0.1343
H -0.417 -1.242 0.169 -0.0076
H -1.680 1.028 -0.173 -0.0810
```

Results
Strongest force on any atom   3.96 eV/Å
Total charge   -1
Lowest unoccupied orbital energy (spin up / spin down)   3.534 / 3.536 eV
Frontier orbital gap (spin up / spin down)   7.75 / 7.75 eV
Relative energy (zero: lowest compared OMol25 entry of this formula, charge and spin)   433.8 kJ/mol


The following is a quantum chemistry calculation of a cluster of 2 separate species, H2NO3S in total, from the OMol25 dataset.

XYZ file:
```
7
Properties=species:S:1:pos:R:3:lowdin_charge:R:1
S -1.784 0.023 0.467 0.4610
O 2.236 0.414 0.967 -0.2075
O -2.263 0.682 -0.741 -0.6876
O -1.902 -1.454 0.256 -0.7069
N 1.188 0.253 0.005 -0.0467
H 0.964 -0.732 -0.110 0.0632
H 1.561 0.814 -0.845 0.1245
```

Results
Strongest force on any atom   6.08 eV/Å
Total charge   -1
Lowest unoccupied orbital energy (spin up / spin down)   4.062 / 2.794 eV
Spin multiplicity   3
Frontier orbital gap (spin up / spin down)   5.27 / 7.44 eV
Relative energy (zero: lowest compared OMol25 entry of this formula, charge and spin)   83.2 kJ/mol


The following is a quantum chemistry calculation of a cluster of 2 separate species, H2NO4P in total, from the OMol25 dataset.

XYZ file:
```
8
Properties=species:S:1:pos:R:3:lowdin_charge:R:1
P 0.451 0.043 -0.012 0.3733
O 1.830 0.101 0.436 -0.4003
O 0.266 -0.102 -1.490 -0.4176
O -0.157 -1.311 0.658 -0.4916
O -0.270 2.569 0.547 -0.6252
N -1.374 -1.944 0.348 -0.2052
H -1.449 -1.836 -0.630 -0.1306
H 0.704 2.480 0.144 -0.1029
```

Results
Strongest force on any atom   4.07 eV/Å
Total charge   -2
Lowest unoccupied orbital energy (spin up / spin down)   7.260 / 7.272 eV
Frontier orbital gap (spin up / spin down)   5.90 / 5.62 eV
Relative energy (zero: lowest compared OMol25 entry of this formula, charge and spin)   387.3 kJ/mol


The following is a quantum chemistry calculation of a cluster of 2 separate species, H2NO4P in total, from the OMol25 dataset.

XYZ file:
```
8
Properties=species:S:1:pos:R:3:lowdin_charge:R:1
P -0.598 0.764 1.048 1.1586
O 1.271 -0.715 0.559 -0.3321
O -2.091 0.097 -1.012 0.0351
O -0.552 1.825 -0.141 -0.3256
O -2.147 -1.314 0.569 0.0384
N -1.776 -0.293 0.061 -0.5796
H 0.893 -1.530 0.858 -0.0773
H -0.797 1.278 -0.971 0.0825
```

Results
Strongest force on any atom   4.11 eV/Å
Lowest unoccupied orbital energy (spin up / spin down)   -1.922 / -1.921 eV
Frontier orbital gap (spin up / spin down)   8.66 / 8.66 eV
Relative energy (zero: lowest compared OMol25 entry of this formula, charge and spin)   420.1 kJ/mol


The following is a quantum chemistry calculation of the molecule H2NOP, from the OMol25 dataset.

XYZ file:
```
5
Properties=species:S:1:pos:R:3:lowdin_charge:R:1
P 0.287 -1.053 -0.238 0.6965
O -0.134 -1.184 -1.666 -0.5247
N 0.025 0.461 0.391 -0.2129
H 0.519 0.639 1.239 0.0048
H -0.696 1.137 0.273 0.0362
```

Results
Strongest force on any atom   1.59 eV/Å
Lowest unoccupied orbital energy   0.228 eV
Frontier orbital gap   10.23 eV
SMILES   NP=O
Relative energy (zero: lowest compared OMol25 entry of this formula, charge and spin)   10.2 kJ/mol


The following is a quantum chemistry calculation of a cluster of 3 separate species, H2NOS in total, from the OMol25 dataset.

XYZ file:
```
5
Properties=species:S:1:pos:R:3:lowdin_charge:R:1
S 1.960 1.442 -0.600 0.1451
O -0.174 0.225 -0.399 -0.4424
N 0.694 0.539 -1.216 -0.7126
H -1.467 -1.253 1.448 0.0159
H -1.012 -0.953 0.766 -0.0060
```

Results
Strongest force on any atom   3.16 eV/Å
Total charge   -1
Lowest unoccupied orbital energy   4.410 eV
Frontier orbital gap   7.44 eV
Relative energy (zero: lowest compared OMol25 entry of this formula, charge and spin)   88.2 kJ/mol


The following is a quantum chemistry calculation of a cluster of 2 separate species, H2NOS2 in total, from the OMol25 dataset.

XYZ file:
```
6
Properties=species:S:1:pos:R:3:lowdin_charge:R:1
S 2.130 1.181 -0.120 0.2386
S -1.372 -0.046 -0.246 0.3758
O -2.808 0.088 -0.067 -0.7303
N -1.003 -1.524 0.167 -0.5083
H -0.010 -1.706 -0.230 -0.0711
H 3.063 2.007 0.496 -0.3047
```

Results
Strongest force on any atom   3.08 eV/Å
Total charge   -1
Lowest unoccupied orbital energy (spin up / spin down)   3.090 / 0.583 eV
Spin multiplicity   3
Frontier orbital gap (spin up / spin down)   4.02 / 4.28 eV
Relative energy (zero: lowest compared OMol25 entry of this formula, charge and spin)   19.2 kJ/mol